Formula: C5H12OSi
Source: the Open Molecules 2025 dataset
Level of theory: wB97M-V/def2-TZVPD

Output
DFT total energy	-562.3903	Eh
2S+1	1
charge	0
maximum force	0.06509	hartree/bohr
structure (SMILES)	C/C=C(/C)[SiH2]OC
HOMO energy	-0.345	Eh
HOMO-LUMO gap	0.3799	Eh
LUMO level	0.94	eV

XYZ file:
```
19
Properties=species:S:1:pos:R:3:nbo_charge:R:1
C -1.82089 1.62877 1.16920 -0.658
C -0.96319 1.81059 -0.06297 -0.133
C -0.01851 0.97081 -0.46129 -0.470
C 0.70007 1.14463 -1.83386 -0.623
Si 0.26488 -0.51309 0.59683 1.446
O 0.69566 -1.66857 -0.37825 -0.929
C 1.42596 -2.85748 -0.19910 -0.230
H -2.30116 2.58832 1.48110 0.221
H -2.53054 0.84660 1.01643 0.230
H -1.06138 1.43064 1.90656 0.214
H -1.38463 2.55161 -0.77469 0.186
H 0.95014 2.17528 -1.68504 0.219
H 1.63667 0.61984 -1.94937 0.216
H 0.16304 1.00640 -2.70617 0.217
H 1.35101 -0.31176 1.68814 -0.230
H -0.79981 -1.28180 1.33514 -0.219
H 0.83330 -3.49687 0.35367 0.182
H 2.21024 -2.63059 0.49189 0.167
H 1.96330 -3.15004 -1.14316 0.192
```



Formula: C5H12OSi
Source: the Open Molecules 2025 dataset
Level of theory: wB97M-V/def2-TZVPD

Output
DFT total energy	-562.3648	Eh
2S+1	1
charge	0
maximum force	0.08782	hartree/bohr
structure (SMILES)	C[SiH](C)C.C=C=O
HOMO energy	-0.343	Eh
HOMO-LUMO gap	0.3643	Eh
LUMO level	0.59	eV

XYZ file:
```
19
Properties=species:S:1:pos:R:3:nbo_charge:R:1
C -1.55117 1.22738 1.08618 -1.041
Si -1.05122 -0.08713 -0.30978 1.342
C -2.78118 -0.48555 -0.96373 -1.099
C -0.37488 -1.53493 0.63090 -1.101
H -2.37157 1.83266 0.66469 0.226
H -2.00076 0.77407 1.99055 0.235
H -0.69114 1.74047 1.30336 0.215
H -0.33582 0.24563 -1.48586 -0.188
H -3.27936 -0.17379 -0.04216 0.227
H -3.28139 0.03703 -1.76137 0.239
H -2.76904 -1.57022 -1.22575 0.231
H -0.06134 -2.20474 -0.13544 0.232
H 0.55479 -1.20916 0.92629 0.230
H -0.89060 -2.08222 1.43119 0.252
C 4.31276 0.36695 -0.02566 -0.813
C 3.91092 1.22982 -0.90491 0.725
O 3.67931 1.77914 -1.85498 -0.429
H 3.85931 0.42244 0.93425 0.250
H 5.12238 -0.30786 -0.25774 0.268
```



Formula: C5H12S
Source: the Open Molecules 2025 dataset
Level of theory: wB97M-V/def2-TZVPD

Output
DFT total energy	-595.6366	Eh
2S+1	1
charge	0
maximum force	0.09976	hartree/bohr
HOMO energy	-0.310	Eh
HOMO-LUMO gap	0.3321	Eh
LUMO level	0.61	eV

XYZ file:
```
18
Properties=species:S:1:pos:R:3:nbo_charge:R:1
C 2.20381 0.42091 0.12192 -0.769
C -0.70404 0.04571 -0.14089 -0.279
C -0.87805 1.18089 -1.08165 -0.642
C -0.81716 0.74404 1.22979 -0.623
C -1.61314 -1.10959 -0.03378 -0.606
H 2.19625 0.71357 1.11154 0.207
H 3.20234 -0.01687 0.18405 0.244
H 2.15561 1.39955 -0.35502 0.219
H -0.12466 2.08332 -0.99212 0.231
H -1.72074 1.63311 -0.43472 0.238
H -0.94311 0.60888 -2.06847 0.234
H 0.26241 0.18346 2.11778 0.255
H -2.15584 0.45546 1.73020 0.222
H -0.76782 2.23814 0.94544 0.207
H -1.50244 -1.60896 1.05730 0.231
H -2.61400 -0.82222 0.07084 0.218
H -1.45923 -1.69462 -0.81098 0.211
S 0.89517 -0.80404 -0.19551 0.201
```